Below is C62H85F6HfN8O20S2 as an isolated structure in a non-equilibrium geometry, with properties calculated with ωB97M-V/def2-TZVPD.

HOMO level   -8.998 eV
Electronic energy   -157795.728 eV
Net charge   +1

Each line ends with the Löwdin charge.
Atoms and positions in Å:
Hf: 1.5959 -1.9927 0.7118  2.095
C: 0.0291 -0.3853 -3.3600  -0.006
C: -0.0142 -1.9446 -3.7512  -0.429
C: 0.6430 -2.0219 -5.1694  -0.128
C: 1.0482 -3.4350 -5.6916  -0.164
C: 1.8956 -4.1446 -4.6026  -0.129
C: 1.1910 -4.1756 -3.1684  -0.409
N: 0.7952 -2.7712 -2.8091  -0.117
O: 0.5291 -2.6956 -1.4180  -0.324
C: 2.3096 -4.7566 -2.2678  -0.058
C: -0.0513 -5.2224 -3.1895  -0.014
C: -1.4581 -2.4643 -3.9175  -0.034
H: -0.6542 0.2159 -3.9597  0.091
H: 1.0594 -0.0315 -3.3963  0.057
H: -0.3480 -0.3242 -2.3391  0.029
H: 1.4931 -1.3422 -5.2276  0.106
H: -0.1054 -1.7206 -5.9023  0.117
H: 1.7312 -3.4343 -6.5411  0.111
H: 0.1391 -4.0091 -5.8706  0.092
H: 2.7516 -3.4701 -4.5858  0.099
H: 2.2570 -5.1315 -4.8918  0.118
H: 2.4488 -5.8306 -2.3908  0.088
H: 1.9247 -4.6501 -1.2536  0.045
H: 3.2255 -4.1747 -2.3708  0.062
H: 0.2846 -6.2519 -3.3133  0.072
H: -0.6311 -5.1532 -4.1099  0.051
H: -0.8240 -5.2171 -2.4208  0.052
H: -2.1325 -1.6743 -4.2480  0.084
H: -1.9396 -2.8754 -3.0303  0.064
H: -1.5350 -3.3399 -4.5621  0.064
C: 5.7627 0.2901 -1.5926  -0.018
C: 5.1503 -0.9856 -2.2475  -0.443
C: 5.9404 -1.4098 -3.5435  -0.136
C: 7.2573 -2.1418 -3.2438  -0.163
C: 6.9357 -3.3453 -2.2729  -0.107
C: 6.0550 -3.0222 -0.9914  -0.515
N: 4.9763 -2.1493 -1.3720  -0.069
O: 3.8463 -2.0683 -0.3728  -0.345
C: 6.9965 -2.5060 0.0869  -0.035
C: 5.5819 -4.4245 -0.5739  -0.049
C: 3.7839 -0.5897 -2.9026  -0.049
H: 5.5321 1.2426 -2.0697  0.064
H: 6.8513 0.2793 -1.6453  0.069
H: 5.4468 0.4373 -0.5598  0.067
H: 6.3778 -0.4945 -3.9421  0.112
H: 5.3600 -1.8375 -4.3610  0.114
H: 7.9185 -1.4241 -2.7582  0.093
H: 7.9075 -2.3330 -4.0975  0.108
H: 7.9216 -3.7143 -1.9900  0.107
H: 6.4983 -4.1732 -2.8309  0.108
H: 7.9006 -3.1022 0.2104  0.088
H: 6.4418 -2.4134 1.0206  0.060
H: 7.3410 -1.4790 -0.0347  0.071
H: 5.1156 -4.4279 0.4113  0.071
H: 6.3827 -5.1616 -0.5156  0.088
H: 4.9525 -4.8592 -1.3504  0.063
H: 3.2169 -0.2815 -2.0241  0.046
H: 3.1469 -1.3496 -3.3552  0.057
H: 3.8244 0.2269 -3.6234  0.087
C: 0.8353 2.4005 1.6794  -0.547
F: 0.8839 3.7465 1.3709  0.138
F: 1.9340 2.1223 2.3955  0.124
F: -0.3007 2.2736 2.3344  0.121
S: 0.9519 1.2025 0.1400  0.793
O: 0.6595 1.9529 -1.0898  -0.247
O: 2.2290 0.4600 0.2785  -0.422
N: 0.1143 -0.3076 0.5233  -0.392
S: -1.3971 0.2835 0.7092  0.661
O: -1.8319 -0.1866 2.0153  -0.283
O: -1.7200 1.6949 0.3282  -0.282
C: -2.4726 -0.6776 -0.5891  -0.636
F: -2.1478 -1.9318 -0.6210  0.165
F: -3.7458 -0.6832 -0.0946  0.102
F: -2.4494 0.0259 -1.6985  0.164
C: 3.2747 5.0435 5.9926  -0.063
C: 2.3678 4.8750 4.9065  -0.068
C: 1.0257 5.1338 5.1149  -0.008
C: 0.6048 5.6668 6.3708  -0.115
C: 1.4938 5.7450 7.4242  -0.013
C: 2.8755 5.5875 7.2172  -0.050
N: -0.8314 6.0179 6.6480  -0.325
O: -1.6157 6.3014 5.7298  0.065
O: -1.1524 6.0556 7.8364  0.063
H: 4.3324 4.8994 5.8282  0.099
H: 2.7078 4.5617 3.9304  0.096
H: 0.3349 4.8091 4.3508  0.100
H: 1.2590 6.2360 8.3571  0.120
H: 3.5805 5.9127 7.9680  0.110
C: -7.6905 1.0586 -1.1449  -0.055
C: -8.3711 2.0311 -1.9736  -0.021
C: -8.1652 1.9522 -3.3718  -0.013
C: -7.1227 1.1958 -3.9063  -0.120
C: -6.3568 0.3959 -3.0564  -0.016
C: -6.6741 0.2683 -1.6996  -0.069
N: -6.7174 1.4175 -5.3525  -0.355
O: -5.8912 0.6566 -5.8497  0.045
O: -7.1754 2.2652 -6.0459  0.096
H: -7.9448 0.9976 -0.0971  0.069
H: -9.0037 2.8449 -1.6510  0.104
H: -8.6823 2.6406 -4.0237  0.113
H: -5.6113 -0.2632 -3.4762  0.109
H: -6.0210 -0.3321 -1.0837  0.082
C: -8.4305 -1.7767 3.1484  -0.049
C: -7.5890 -1.8512 2.0410  -0.062
C: -6.2525 -2.1965 2.2293  0.011
C: -5.7313 -2.5222 3.5361  -0.126
C: -6.6612 -2.4873 4.7163  0.047
C: -7.9923 -2.1124 4.4417  -0.062
N: -4.3483 -2.8097 3.6146  -0.324
O: -3.6103 -2.5087 2.6676  0.034
O: -3.9322 -3.2877 4.6906  0.050
H: -9.4249 -1.3735 3.0258  0.114
H: -7.8619 -1.6240 1.0210  0.107
H: -5.5520 -2.1956 1.4073  0.102
H: -6.3355 -2.8369 5.6848  0.106
H: -8.7582 -2.1579 5.2018  0.107
C: -2.8169 1.7204 4.5994  -0.094
C: -3.8374 0.8519 4.7133  -0.078
C: -4.9081 0.9869 3.8481  0.006
C: -4.8723 1.8730 2.7849  -0.108
C: -3.7508 2.7747 2.6683  0.028
C: -2.8098 2.7866 3.6980  -0.055
N: -5.9457 2.0371 1.8159  -0.315
O: -5.8009 2.8531 0.9117  0.084
O: -6.8664 1.2288 1.8485  0.049
H: -1.9256 1.6716 5.2073  0.103
H: -3.8180 0.0577 5.4450  0.114
H: -5.7213 0.2943 4.0077  0.107
H: -3.7254 3.5860 1.9559  0.117
H: -1.9623 3.4470 3.5888  0.097
C: 1.9954 4.4452 -6.3141  -0.043
C: 2.9675 5.3493 -5.8060  -0.070
C: 3.5296 5.2248 -4.5322  0.025
C: 3.0938 4.0786 -3.7593  -0.136
C: 2.1601 3.1327 -4.2222  -0.007
C: 1.6061 3.3553 -5.5035  -0.054
N: 3.6683 3.8497 -2.4383  -0.280
O: 4.1755 4.8724 -1.8438  0.039
O: 3.5305 2.7387 -1.8780  0.022
H: 1.5668 4.6983 -7.2726  0.104
H: 3.1470 6.2613 -6.3560  0.104
H: 4.2393 5.9940 -4.2656  0.115
H: 1.8823 2.2951 -3.5996  0.092
H: 0.8275 2.6750 -5.8158  0.100
C: -1.5112 -4.6874 2.9726  -0.005
C: -1.2457 -4.1426 1.6095  -0.361
O: -0.3290 -3.3326 1.4198  -0.080
C: -2.1388 -4.6885 0.4631  0.017
H: -1.0396 -4.2619 3.8584  0.076
H: -1.1502 -5.7154 3.0028  0.107
H: -2.5591 -4.9038 3.1801  0.086
H: -3.1723 -4.3424 0.4705  0.094
H: -2.1112 -5.7712 0.3403  0.098
H: -1.7120 -4.5056 -0.5231  0.053
C: -2.8006 5.4545 -1.2666  -0.009
C: -1.2582 5.3635 -1.3519  -0.486
O: -0.5391 5.9301 -0.5429  0.059
C: -0.7347 4.3756 -2.3048  -0.034
H: -2.9111 5.8012 -0.2392  0.072
H: -3.3551 4.5162 -1.2532  0.077
H: -3.1041 6.2329 -1.9668  0.087
H: -1.0749 3.3791 -2.0231  0.071
H: 0.3548 4.4088 -2.3111  0.074
H: -1.1619 4.4942 -3.3005  0.096
C: -0.8795 -1.5897 4.8450  0.015
C: 0.2732 -0.9608 4.0888  -0.373
O: 0.6537 -1.4687 3.0252  -0.091
C: 1.0836 0.1682 4.7639  0.031
H: -1.7838 -1.5983 4.2365  0.062
H: -1.1125 -0.9537 5.6990  0.088
H: -0.5725 -2.6141 5.0556  0.092
H: 1.0931 0.0838 5.8506  0.099
H: 0.5903 1.0867 4.4459  0.073
H: 2.0799 0.3186 4.3480  0.064
C: 4.5945 0.7317 2.5102  0.012
C: 4.1887 -0.6810 2.8889  -0.390
O: 3.2892 -1.2411 2.2489  -0.115
C: 4.9545 -1.4055 4.0181  0.027
H: 4.3329 1.3734 3.3515  0.094
H: 3.9939 0.9913 1.6384  0.055
H: 5.6180 0.7786 2.1381  0.107
H: 5.4430 -0.6565 4.6412  0.092
H: 5.8070 -1.9125 3.5662  0.090
H: 4.3035 -2.1611 4.4580  0.092

Below is C5H16NSi as an isolated structure in a non-equilibrium geometry, with properties calculated with ωB97M-V/def2-TZVPD.

HOMO level   -13.798 eV
Electronic energy   -14802.208 eV
Net charge   +1
Energy relative to the best compared isomer or geometry (same formula, charge and spin)   74.0 kcal/mol

Each line ends with the natural charge from an NBO analysis.
Atoms and positions in Å:
C: 2.9275 -0.4354 0.6624  -0.636
C: -1.3255 -0.5487 -1.5507  -0.413
C: -2.4686 -0.1023 0.5926  -0.449
C: 1.6726 -0.6838 -0.2473  -0.345
C: -0.0242 -0.0145 0.5877  -0.416
N: -1.2202 -0.6465 -0.0553  -0.378
Si: 0.2550 1.9655 0.2815  0.856
H: 2.8581 0.4992 1.1093  0.214
H: 3.5849 -0.4424 -0.1844  0.235
H: 3.1922 -1.3294 1.3062  0.235
H: -2.2212 -0.9475 -2.0254  0.251
H: -1.3083 0.4783 -1.7908  0.227
H: -0.4773 -1.0909 -1.9752  0.240
H: -3.2929 -0.9609 0.5362  0.250
H: -2.4160 0.2536 1.6952  0.260
H: -2.6382 0.8617 0.1527  0.238
H: 1.4849 -1.7022 -0.2049  0.192
H: 1.8844 -0.3870 -1.3214  0.218
H: 0.1181 -0.3233 1.5762  0.225
H: -1.2432 -1.6289 0.1959  0.428
H: 0.5083 2.0748 -1.1100  -0.155
H: 1.2419 2.6421 1.0719  -0.111
H: -1.0926 2.4687 0.6975  -0.165

Below is C4H11NO2 as an isolated structure in a non-equilibrium geometry, with properties calculated with ωB97M-V/def2-TZVPD.

HOMO level   -8.537 eV
Electronic energy   -9909.693 eV
Energy relative to the best compared isomer or geometry (same formula, charge and spin)   58.8 kcal/mol

Each line ends with the natural charge from an NBO analysis.
Atoms and positions in Å:
C: -0.5320 0.0679 0.0209  0.155
C: 1.2113 -0.5305 0.5104  0.341
C: -0.9224 1.2709 0.8492  -0.641
C: -0.0985 0.3759 -1.3464  -0.614
N: -1.3956 -1.0380 0.1384  -0.861
O: 1.5666 -1.8411 0.0900  -0.726
O: 2.2321 0.3768 0.1523  -0.750
H: 3.0688 -0.0476 0.4063  0.481
H: 1.0867 -1.9540 -0.7517  0.468
H: 1.1727 -0.5992 1.6048  0.114
H: -2.0121 -1.2562 -0.6367  0.381
H: -1.8140 -1.1545 1.0553  0.378
H: -1.3820 1.0004 1.8037  0.210
H: -0.0251 1.8606 1.0627  0.228
H: -1.6086 1.9143 0.2916  0.216
H: 0.5457 1.2449 -1.4512  0.250
H: 0.1285 -0.4693 -1.9919  0.213
H: -1.2220 0.7787 -1.8078  0.156

Below is a 2-piece molecular cluster, C3H8N2O overall, with properties calculated with ωB97M-V/def2-TZVPD.

HOMO level   -8.730 eV
Electronic energy   -8268.016 eV
Energy relative to the best compared isomer or geometry (same formula, charge and spin)   30.2 kcal/mol

Each line ends with the natural charge from an NBO analysis.
Atoms and positions in Å:
N: -1.0748 0.8797 -2.4123  -0.800
C: -0.7503 1.6884 -1.5576  0.890
O: -0.4221 2.4113 -0.6999  -0.508
H: -1.3881 1.1718 -3.3248  0.413
C: -0.5619 -0.5175 1.5739  -0.411
N: -0.0475 -0.5405 0.2215  -0.633
C: 1.4028 -0.5709 0.1783  -0.416
H: -1.6542 -0.4877 1.5600  0.200
H: -0.2444 -1.3816 2.1840  0.159
H: -0.2131 0.3854 2.0838  0.193
H: -0.4365 -1.3247 -0.2858  0.357
H: 1.8024 0.4471 0.2407  0.191
H: 1.8469 -1.1536 1.0017  0.165
H: 1.7408 -1.0073 -0.7635  0.200